Below is 2 unconnected molecules or ions with the total composition C8H17N3O4P, with properties calculated with wB97M-V/def2-TZVPD.

Geometry as XYZ:
```
33
Properties=species:S:1:pos:R:3:forces:R:3
H 0.79533 -0.09208 -1.05325 -0.01 -0.13 -0.11
C 1.98234 -1.22755 3.15865 0.29 -0.49 -0.10
H -3.49635 -2.48669 -1.52870 0.00 0.00 0.00
N 0.05516 0.40641 -1.53881 0.18 -0.06 0.25
H 1.05628 0.07455 4.59432 -0.01 0.00 -0.06
O -1.54229 -1.96623 -1.68703 -0.04 0.05 0.02
C 2.35162 -1.34725 1.81098 0.01 -0.16 0.01
O -0.92084 2.13731 3.65975 0.26 0.31 0.01
C -0.52568 -1.73805 -2.64245 0.07 -0.05 0.00
O 1.25270 3.30356 3.94532 -0.11 -0.42 0.03
H 2.84520 -2.23531 1.43129 -0.07 0.11 0.01
H -2.94257 -2.24730 -3.19704 -0.01 0.00 -0.01
H -3.24713 -0.84533 -2.14587 0.01 0.00 -0.03
P 0.37579 2.55016 2.86183 -0.14 0.12 0.03
N 1.53129 0.67955 1.36283 -0.06 -0.06 0.06
H -2.06960 0.74923 -3.06732 0.00 -0.02 0.00
H 0.79242 -0.24595 -3.36949 0.01 -0.02 0.01
H 2.18621 3.06637 4.00330 0.06 0.30 -0.06
C -0.15976 -0.26240 -2.83093 -0.08 0.15 -0.07
C 1.36883 -0.08173 3.56961 -0.19 0.43 0.15
C 1.14895 0.90878 2.61544 -0.01 0.00 -0.01
H 1.32838 1.39770 0.65103 -0.07 -0.03 -0.01
H 2.19088 -2.03641 3.84849 -0.02 0.03 -0.06
H -0.79076 -2.19800 -3.60201 -0.01 0.04 -0.01
H -0.73799 1.49493 -3.93638 0.00 0.01 0.02
N 2.11692 -0.40882 0.91903 0.03 0.09 -0.03
H -1.45865 0.00221 -4.54812 0.00 0.00 0.00
C -2.87157 -1.87070 -2.17299 0.00 -0.05 0.03
H 0.35499 -2.26274 -2.25995 -0.01 -0.01 0.01
H -1.26966 2.84070 4.23065 -0.14 -0.15 0.00
O 0.25034 3.15269 1.54409 0.09 -0.04 -0.03
H -0.78261 0.24999 -0.98233 -0.02 0.04 -0.02
C -1.16820 0.53839 -3.64394 -0.01 0.00 -0.01
```
Forces are in eV/Å.

Output
Energy (eV): -30515.208
Total charge: +1
Gap between HOMO and LUMO (eV): 6.3
LUMO level (eV): -5.4

natural (NBO) atomic charge list, values in e, 2 entries:
1. H 0.335
2. C -0.127